Record 1
Density functional theory data (the ωB97M-V functional and the def2-TZVPD basis) for an isolated molecule of C27H29N5O3S in a non-equilibrium geometry.

E_tot   -1944.0724 a.u.
Orbital gap   0.307 Ha
SMILES string   CCCCn1c(SCC(=O)N2c3ccccc3CCc3ccccc32)nc2c1c(=O)n(C)c(=O)n2C
Highest occupied orbital energy   -7.89 eV

Structure (ORCA input):
```
! RIJCOSX wB97M-V def2-TZVPD def2/J DEFGRID3
* xyz 0 1
C 2.9800 3.9114 0.9192
C 4.3775 3.3007 0.8826
C 4.4656 1.9456 1.5936
C 4.1776 0.7554 0.6744
N 2.8414 0.7678 0.1426
C 1.6984 0.4597 0.7852
S 1.7223 -0.0538 2.4384
C 0.0568 -0.7485 2.5585
C -0.1834 -1.7498 1.4301
O 0.7117 -2.2153 0.7645
N -1.5016 -2.0167 1.2418
C -2.4969 -1.5886 2.1623
C -2.6313 -2.2183 3.3906
C -3.6124 -1.7948 4.2702
C -4.4527 -0.7514 3.9200
C -4.3198 -0.1324 2.6885
C -3.3394 -0.5424 1.7989
C -3.1596 0.0386 0.4330
C -3.6809 -0.9541 -0.6104
C -2.9281 -2.2561 -0.7566
C -3.2775 -3.0433 -1.8525
C -2.6768 -4.2596 -2.1067
C -1.6975 -4.7297 -1.2487
C -1.3398 -3.9757 -0.1499
C -1.9399 -2.7449 0.0996
N 0.6130 0.5806 0.0301
C 1.0908 0.9678 -1.1738
C 2.4694 1.1107 -1.1391
C 3.2264 1.5383 -2.2701
O 4.4303 1.7087 -2.3382
N 2.4020 1.7708 -3.3759
C 3.0903 2.2129 -4.5780
C 1.0292 1.6060 -3.4576
O 0.4172 1.8150 -4.4847
N 0.3792 1.1999 -2.3096
C -1.0428 0.9456 -2.3485
H 2.6462 4.0341 1.9480
H 2.9871 4.8896 0.4435
H 2.2551 3.2921 0.3979
H 4.7025 3.1850 -0.1529
H 5.0646 3.9972 1.3673
H 3.7770 1.9230 2.4411
H 5.4754 1.8034 1.9812
H 4.8586 0.7734 -0.1790
H 4.3102 -0.1766 1.2339
H 0.0064 -1.2326 3.5336
H -0.6634 0.0681 2.5171
H -1.9755 -3.0374 3.6469
H -3.7231 -2.2829 5.2264
H -5.2174 -0.4219 4.6069
H -4.9791 0.6788 2.4160
H -3.7185 0.9715 0.3421
H -2.1016 0.2451 0.2547
H -3.6933 -0.4637 -1.5876
H -4.7208 -1.1972 -0.3627
H -4.0409 -2.6766 -2.5243
H -2.9705 -4.8367 -2.9704
H -1.2183 -5.6794 -1.4303
H -0.5782 -4.3298 0.5262
H 2.3488 2.3792 -5.3544
H 3.8045 1.4510 -4.8903
H 3.6349 3.1322 -4.3640
H -1.2308 -0.0851 -2.0476
H -1.5599 1.6268 -1.6724
H -1.3788 1.1092 -3.3707
*
```

=====

Record 2
Density functional theory data (the ωB97M-V functional and the def2-TZVPD basis) for a cluster of 2 separate species, C27H29NO4 in total in a non-equilibrium geometry.

E_tot   -1401.7810 a.u.
Orbital gap   0.133 Ha
Highest occupied orbital energy   -4.78 eV
Relative energy (zero: lowest compared OMol25 entry of this formula, charge and spin)   163.8 kcal per mole

Structure (ORCA input):
```
! RIJCOSX wB97M-V def2-TZVPD def2/J DEFGRID3
* xyz 0 1
C 6.0801 2.6116 -2.4846
O 5.5011 1.9546 -1.3331
C 4.2219 2.2346 -0.9810
C 3.7664 1.6894 0.2397
C 2.4882 1.9539 0.6563
N 1.6392 2.6910 -0.0993
C 0.2060 2.8591 0.3380
C -0.6825 1.7115 -0.0132
C -0.2507 0.4537 -0.3400
C -0.9680 -0.3613 -1.3082
C -1.7497 0.2215 -2.3477
C -2.3590 -0.5443 -3.3149
C -2.3483 -1.9571 -3.1972
O -3.1460 -2.6456 -4.0538
C -3.0973 -4.0874 -4.0302
C -1.5569 -2.5621 -2.1882
C -0.8528 -1.7672 -1.3000
C -2.1781 1.9422 0.1514
C -2.7142 3.3029 -0.2361
O -2.9194 1.0789 0.6141
C 2.0707 3.2673 -1.2458
C 3.3429 3.0465 -1.7333
H 7.1151 2.2683 -2.4871
H 5.5790 2.3044 -3.4124
H 6.0452 3.7051 -2.3830
H 4.4232 1.0655 0.8382
H 2.0855 1.5786 1.6003
H 0.1950 2.9833 1.4301
H -0.1558 3.7924 -0.1130
H 0.7548 0.1372 -0.0665
H -1.8495 1.3075 -2.3984
H -2.8954 -0.1017 -4.1529
H -3.8508 -4.3835 -4.7595
H -2.1040 -4.4457 -4.3346
H -3.3516 -4.4825 -3.0372
H -1.5019 -3.6511 -2.1127
H -0.2228 -2.2313 -0.5434
H -2.2750 3.6599 -1.1781
H -3.8017 3.2422 -0.3539
H -2.4985 4.0274 0.5613
H 1.3404 3.8936 -1.7618
H 3.6309 3.4964 -2.6842
C 1.8345 -0.0754 3.5086
C 0.5041 0.0454 2.7755
C 0.1064 -1.0945 1.9567
C -0.8663 -1.9961 2.4915
C -1.9217 -1.5113 3.3171
C -2.7281 -2.3879 4.0307
C -2.5689 -3.7748 3.8875
C -1.6058 -4.2747 2.9970
C -0.7843 -3.4070 2.2863
O -0.1980 1.0677 2.9173
H 2.6269 -0.4714 2.8573
H 2.1308 0.9083 3.8898
H 1.7183 -0.7634 4.3621
H 0.8439 -1.5018 1.2624
H -2.0516 -0.4303 3.3721
H -3.4814 -1.9901 4.7123
H -3.1935 -4.4604 4.4639
H -1.4952 -5.3544 2.8712
H -0.0259 -3.7878 1.5966
*
```

=====

Record 3
Density functional theory data (the ωB97M-V functional and the def2-TZVPD basis) for a structure of composition C27H29NO4P2Yb in a non-equilibrium geometry.

E_tot   -3243.0554 a.u.
Orbital gap (alpha / beta)   0.098 / 0.209 Ha
Highest occupied orbital energy (alpha / beta)   -6.31 / -8.77 eV
Relative energy (zero: lowest compared OMol25 entry of this formula, charge and spin)   5.9 kcal per mole

Structure (ORCA input):
```
! RIJCOSX wB97M-V def2-TZVPD def2/J DEFGRID3
* xyz 1 2
C 3.6093 1.1496 -3.0508
C 2.2890 0.7470 -3.1625
C 1.8911 -0.5049 -2.5847
C 2.7017 -1.0796 -1.5720
C 3.9944 -0.5674 -1.3764
C 4.4622 0.4867 -2.1548
C 2.0884 -2.0490 -0.6108
C 0.6926 -2.4568 -0.9658
C 0.0043 -1.7890 -2.0064
C -1.4257 -1.8595 -2.0638
C -2.0833 -2.8033 -1.2950
C -1.3695 -3.5661 -0.3611
C -0.0101 -3.3594 -0.1725
H 3.9548 2.0225 -3.6057
H 4.6400 -1.0204 -0.6150
H 5.4949 0.8248 -2.0472
H 2.7341 -2.9236 -0.4504
H -3.1681 -2.8969 -1.3764
H -1.8922 -4.2888 0.2614
H 0.5298 -3.9068 0.5997
N 0.6213 -0.9222 -2.8478
Yb 2.1086 -0.0636 1.8504
C 1.1606 1.6355 -3.6471
H 0.5714 1.1260 -4.4238
H 1.5274 2.5967 -4.0295
C -2.1246 -0.7817 -2.8664
H -1.6583 -0.6842 -3.8554
H -3.2011 -0.9733 -2.9656
P 0.0086 1.9818 -2.2483
P -1.9643 0.8719 -2.0783
C -2.2908 0.7080 -0.2979
H -2.3866 1.7031 0.1621
H -3.2414 0.1687 -0.1796
H -1.5071 0.1491 0.2370
C -3.1983 1.9221 -2.8784
H -4.0713 1.2992 -3.1193
H -3.5054 2.7371 -2.2086
H -2.7957 2.3445 -3.8128
C 0.8693 1.6469 -0.6607
H 1.8936 2.0318 -0.7540
H 0.3743 2.1578 0.1721
H 0.9026 0.5549 -0.4851
C -0.3867 3.7427 -2.2560
H -0.8058 4.0501 -1.2891
H 0.5449 4.2961 -2.4374
H -1.1086 3.9778 -3.0500
C 0.5716 1.9304 2.4498
O -0.3392 2.4427 2.9329
H 2.0118 -1.5102 0.6238
O 1.6649 -0.4363 4.0814
C 0.4065 -0.5632 4.7472
C 0.2812 -0.0727 6.0479
C -0.9830 -0.1082 6.6386
C -2.0831 -0.6226 5.9323
C -1.9250 -1.1488 4.6490
C -0.6569 -1.1073 4.0477
C -0.4105 -1.6979 2.6875
O -0.7445 -2.8575 2.4673
O 0.1902 -0.8957 1.8271
H 2.3329 -0.2003 4.7518
H 1.1490 0.3435 6.5672
H -1.1118 0.2680 7.6561
H -3.0756 -0.6125 6.3863
H -2.7529 -1.5872 4.0858
*
```

=====

Record 4
Density functional theory data (the ωB97M-V functional and the def2-TZVPD basis) for a structure of composition C27H30Br2FeGeNO2.

E_tot   -9740.1415 a.u.
Orbital gap (alpha / beta)   0.197 / 0.217 Ha
Highest occupied orbital energy (alpha / beta)   -13.83 / -14.03 eV
Relative energy (zero: lowest compared OMol25 entry of this formula, charge and spin)   22.6 kcal per mole

Structure (ORCA input):
```
! RIJCOSX wB97M-V def2-TZVPD def2/J DEFGRID3
* xyz 2 6
Fe -0.8763 -3.4987 -2.1754
Br -2.6730 -4.8727 -3.2160
C -0.9556 -5.4736 -2.7926
Br 1.2311 -3.2444 -2.8659
H -0.3196 -5.6728 -3.6435
H -0.8975 -6.1029 -1.9132
O -0.3539 -0.7307 -1.1562
C -1.5259 -0.8750 -1.5057
O -1.9397 -1.9572 -2.1012
C -2.5440 0.1947 -1.2119
C -1.9921 1.0779 -0.1006
Ge -0.1093 1.5387 -0.4420
C 1.1701 0.8262 0.8326
C 1.9031 -0.3317 0.5568
C 2.8258 -0.8200 1.4711
C 3.0101 -0.1806 2.6895
C 2.2768 0.9595 2.9831
C 1.3751 1.4647 2.0563
C 0.5373 2.0568 -2.1962
C 1.8160 1.6322 -2.5778
C 2.3024 1.9445 -3.8340
C 1.5322 2.7036 -4.7122
C 0.2743 3.1492 -4.3352
C -0.2178 2.8372 -3.0765
C -0.0409 3.6485 -0.0895
C 1.2330 4.1767 0.1266
C 1.3287 5.4063 0.7592
C 0.1722 6.1301 1.0254
C -1.0860 5.6375 0.6715
C -1.1994 4.4102 0.0443
H -3.4945 -0.2761 -0.9616
H -2.7073 0.7520 -2.1399
H -1.9521 0.5039 0.8293
H -2.6144 1.9479 0.0878
H 1.7767 -0.8438 -0.3887
H 3.4188 -1.6922 1.2240
H 3.7313 -0.5608 3.4009
H 2.4159 1.4669 3.9284
H 0.8246 2.3641 2.3060
H 2.4267 1.0531 -1.8943
H 3.2848 1.6051 -4.1350
H 1.9232 2.9550 -5.6891
H -0.3164 3.7488 -5.0145
H -1.1960 3.2027 -2.7851
H 2.1224 3.6202 -0.1404
H 2.2998 5.8142 1.0052
H 0.2480 7.1112 1.4757
H -1.9740 6.2202 0.8775
H -2.1705 4.0411 -0.2565
C -2.0253 -4.9467 2.8371
C -0.9409 -3.9405 2.4158
C 0.4394 -4.3558 2.9466
C -1.3042 -2.5144 2.8682
C -0.8859 -3.9338 0.9525
N -0.8535 -3.9209 -0.1955
H -2.0553 -4.9688 3.9261
H -1.7997 -5.9525 2.4843
H -3.0092 -4.6502 2.4751
H 0.3920 -4.3558 4.0352
H 1.2102 -3.6511 2.6383
H 0.7123 -5.3576 2.6167
H -1.3477 -2.5125 3.9572
H -2.2828 -2.2176 2.4893
H -0.5533 -1.7895 2.5529
*
```